Formula: H4N2O3S
Source: the Open Molecules 2025 dataset
Level of theory: ωB97M-V/def2-TZVPD

Structure (ORCA input):
```
! wB97M-V def2-TZVPD RIJCOSX def2/J DEFGRID3
* xyz 0 1
N 0.94694 -1.11682 -0.79603
N -1.13347 1.53240 0.75983
O -0.30938 -1.67767 1.34851
O 1.90993 -0.58093 1.39061
O -1.34313 1.66044 -0.57261
S 0.57806 -0.71567 0.80503
H 1.51735 -0.56469 -1.39442
H 0.48200 -1.71760 -1.47945
H -1.87681 0.88783 0.93977
H -0.77150 2.29272 -1.00125
*
```

## Properties
E_HOMO (spin up / spin down)	-9.546 / -9.719	eV
energy relative to the best compared isomer or geometry (same formula, charge and spin)	57.0	kcal per mole

Formula: C37H24BrN3OPS2Ti
Source: the Open Molecules 2025 dataset
Level of theory: ωB97M-V/def2-TZVPD

Structure (ORCA input):
```
! wB97M-V def2-TZVPD RIJCOSX def2/J DEFGRID3
* xyz 1 1
Ti -0.13534 1.38259 -0.08796
Br -0.12548 1.41530 2.66942
C 1.78211 1.36602 2.80462
C 2.36270 1.50749 4.02404
C 3.77011 1.40573 4.10534
C 4.50685 1.15335 2.98513
C 3.88671 0.99643 1.72051
C 4.63377 0.68866 0.55658
C 4.01683 0.50517 -0.64673
C 2.61366 0.63427 -0.75058
C 1.84062 0.95026 0.34695
C 2.48087 1.11935 1.60703
H 1.76823 1.68680 4.90875
H 4.25025 1.52517 5.06664
H 5.58426 1.06786 3.05081
H 5.70938 0.59371 0.64197
H 4.59701 0.26316 -1.52710
H 2.15509 0.47535 -1.72060
S -0.57230 1.40746 -2.33366
C -1.36261 2.98405 -2.42367
C -2.24057 3.24010 -3.47252
C -2.85500 4.47459 -3.59142
C -3.75874 4.71328 -4.68418
N -4.47061 4.89513 -5.56609
C -2.59257 5.47592 -2.64434
C -1.72497 5.22023 -1.59593
C -1.10722 3.97916 -1.47431
S -0.02000 3.69017 -0.10819
C -3.22144 6.76534 -2.74438
N -3.73049 7.79206 -2.80956
H -2.44243 2.46782 -4.20233
H -1.52906 5.99296 -0.86497
O -2.87723 2.38082 0.64043
N -2.27422 1.12858 0.45428
C -3.17968 0.23019 0.41915
C -3.08214 -1.21043 0.17213
C -4.32649 -1.84791 0.13523
C -4.43215 -3.20817 -0.09711
C -3.28514 -3.95774 -0.29371
C -2.04305 -3.34010 -0.25538
C -1.92117 -1.97544 -0.02487
P -0.24055 -1.27139 0.06333
C 0.63484 -2.18644 -1.24846
C 1.60242 -3.15691 -1.00890
C 2.20311 -3.81578 -2.07368
C 1.83979 -3.51852 -3.37721
C 0.85700 -2.56801 -3.62276
C 0.25782 -1.90731 -2.56443
C 0.38651 -1.90171 1.65228
C -0.48970 -2.31767 2.65203
C -0.00364 -2.68926 3.89702
C 1.35881 -2.65145 4.15249
C 2.23968 -2.24400 3.15971
C 1.75814 -1.86489 1.91743
H -2.14710 2.97325 0.88624
H -4.19119 0.59814 0.57594
H -5.22529 -1.26345 0.28615
H -5.40717 -3.67452 -0.12536
H -3.35420 -5.02138 -0.47765
H -1.14824 -3.92936 -0.41185
H 1.88284 -3.41861 0.00111
H 2.95371 -4.57059 -1.88041
H 2.31251 -4.03448 -4.20214
H 0.55455 -2.34509 -4.63712
H -0.52684 -1.18825 -2.76134
H -1.55530 -2.35232 2.46314
H -0.69220 -3.01190 4.66649
H 1.73522 -2.94554 5.12329
H 3.30429 -2.21688 3.35298
H 2.45179 -1.54048 1.15232
*
```

## Properties
E_HOMO	-11.337	eV

Formula: C3H5INO
Source: the Open Molecules 2025 dataset
Level of theory: ωB97M-V/def2-TZVPD

Structure (ORCA input):
```
! wB97M-V def2-TZVPD RIJCOSX def2/J DEFGRID3
* xyz -1 1
C -0.17364 -0.46869 -0.29052
C -0.48929 0.90302 0.55286
C -0.62886 -1.56616 0.42286
N -2.01347 0.92912 0.46282
O -2.52437 1.40378 -0.53845
I 3.26174 0.22032 -0.02550
H -0.42548 -0.33749 -1.34561
H 0.98773 -0.32396 -0.34428
H -0.26301 0.42764 1.49434
H -0.02929 1.81079 0.24209
H -0.68804 -2.51604 0.03181
*
```

## Properties
E_HOMO (spin up / spin down)	-4.225 / -4.121	eV
energy relative to the best compared isomer or geometry (same formula, charge and spin)	79.7	kcal per mole

Formula: H37O19
Source: the Open Molecules 2025 dataset
Level of theory: ωB97M-V/def2-TZVPD

Structure (ORCA input):
```
! wB97M-V def2-TZVPD RIJCOSX def2/J DEFGRID3
* xyz -1 1
O -1.89500 -2.87659 -2.41373
H 0.73379 -1.52680 2.85260
H -3.70427 -0.51522 1.56523
O -0.44048 3.90551 -3.24664
H 4.10839 -1.55390 1.13598
H -0.71203 2.80972 -3.25231
O -3.21350 -1.03581 2.28973
H 0.90740 -2.12109 -3.40376
H 1.40038 2.75096 -1.87725
O -1.88213 -1.22843 4.39350
H -2.19651 -1.96756 3.83892
H -2.34401 -0.54091 3.93826
O -4.27369 0.54172 -0.33907
H -0.00149 0.22686 4.21246
H -3.79128 1.01401 -1.01126
O -2.67048 2.55139 1.84436
H 0.71522 0.00414 -0.77465
H -1.74804 2.43535 1.52361
O 1.94558 3.18205 -2.55230
H -1.95523 -0.35746 -1.59528
H 1.21034 3.72425 -3.05194
O -2.54990 0.05672 -2.23465
H 0.34606 1.19597 -3.39453
O 3.32593 0.43542 -0.57032
H -0.26396 0.93230 -1.64117
H 4.02583 1.02495 -0.82827
O 1.00482 -3.10202 -3.26434
H 4.36269 -1.34327 2.56969
H 0.19315 -3.55268 -3.12362
O -0.36125 2.96055 -0.48674
H 0.25165 2.28264 -0.23538
H -0.26002 -2.26643 -0.22381
O 4.18468 -2.05041 1.94979
H -2.95622 1.65545 1.57090
H 2.91446 0.39047 3.89382
O -0.16794 0.34574 -0.55179
H 2.59260 -0.30441 2.38564
H -1.87843 0.56780 -2.79647
O -0.41853 1.40248 -2.93101
H -2.60244 -1.45238 1.74372
H 3.39428 0.47934 0.38521
O 3.75980 -2.67117 -0.86074
H 4.02736 -2.37437 -1.75890
H 3.21170 -1.86182 -0.65805
O 3.09974 0.27687 2.99225
H -4.63477 -0.23737 -0.77479
H -2.78001 -2.63097 -2.61190
O -0.06137 0.82974 3.48942
H -0.02883 3.42440 -1.24207
H -0.82330 1.42352 3.63648
O 1.57205 -1.93114 2.48861
H 1.83115 -2.63881 3.11804
H -0.95728 4.15981 -2.48191
O -1.03814 -1.82550 0.27948
H -1.40016 -2.12790 -1.93778
H -1.10833 -0.89570 0.02872
*
```

## Properties
E_HOMO	-7.501	eV
energy relative to the best compared isomer or geometry (same formula, charge and spin)	93.6	kcal per mole